The following is a DFT calculation (wB97M-V/def2-TZVPD) of C19H42AlBCaCl3F8Mg2N3O11S as an isolated structure.

Structure (XYZ):
```
92
Properties=species:S:1:pos:R:3:forces:R:3:lowdin_charge:R:1
Ca -1.82086 2.95557 -0.61503 2.21 2.29 1.03 1.54
Cl 4.40017 1.80861 -0.12510 -0.06 0.18 0.32 0.58
Cl 10.47919 -6.08108 1.33099 0.05 -0.86 -3.77 0.70
Cl 1.15904 2.43782 0.76701 -0.51 0.70 -0.14 0.53
S -2.18486 -3.96443 4.04034 -0.99 -0.47 -0.90 0.54
Al -7.82087 4.07452 1.74444 -1.40 0.42 0.68 0.10
Mg 10.77914 -2.35342 2.90419 0.58 -1.62 -0.42 1.36
Mg 3.87914 2.69218 2.98892 0.56 1.91 1.42 0.81
F -1.87853 -4.91656 6.56565 0.23 1.18 -1.58 0.11
F -1.89298 -2.73265 6.44282 0.21 -1.12 -1.33 0.10
F -9.26021 4.83174 0.97087 2.20 -1.01 0.96 -0.25
F -8.27613 2.46606 2.41465 0.91 1.87 -1.07 -0.26
F 13.17914 -5.20342 1.91419 -0.96 0.03 0.27 -0.29
F -6.51933 3.86686 0.51707 -0.69 -0.01 0.92 -0.28
F -7.22777 5.13328 3.07514 -0.41 -1.43 -1.83 -0.27
F -0.12461 -3.85219 5.80681 -1.34 0.00 -0.68 0.09
O -1.67979 -2.77187 3.34632 -0.12 -0.70 0.74 -0.28
O -6.62496 0.63877 -4.28354 -5.85 4.27 -0.01 -0.05
O -3.64586 -3.96499 4.19695 1.70 0.09 0.09 -0.20
O 7.81284 -1.44946 1.16094 1.14 -0.42 1.15 -0.10
O -1.66416 -5.22011 3.48262 -0.22 1.26 0.74 -0.22
O 9.33684 -6.94939 1.12176 1.19 0.84 0.91 -0.22
O -9.50705 2.94396 -1.48872 6.05 -5.20 -4.34 0.01
O 11.55184 -6.83463 1.95068 0.46 0.16 0.45 -0.20
O 10.92945 -5.55869 0.05550 -0.57 -0.16 1.50 -0.28
O 3.11200 -2.49006 1.18217 0.87 0.44 0.08 -0.11
O 10.09836 -4.98170 2.19646 -0.39 2.09 1.39 -0.42
N -8.13451 2.49751 -3.47676 0.65 -2.45 0.81 0.07
N -7.29146 4.85177 -4.22926 -0.06 -3.01 0.33 0.12
N 8.66446 1.23810 0.60161 -0.31 -0.47 0.32 0.07
C 1.93754 0.84371 0.60464 0.26 -1.22 0.03 -0.60
C -3.67358 0.38199 -2.43248 -0.13 -1.14 -0.75 -0.20
C 8.83543 -2.33324 1.59404 -1.82 0.17 -1.42 -0.14
C -3.26406 1.23246 -3.77150 0.44 0.18 -0.16 -0.17
C -4.41775 3.74790 -3.72840 0.24 1.12 0.80 -0.19
C -3.05841 2.84220 -3.54336 -0.72 0.08 -2.77 -0.21
C -2.85492 0.78486 -1.07049 -1.23 -0.21 -0.75 -0.18
C 3.40120 0.87496 1.01620 -0.26 -0.65 -1.32 -0.74
C -1.49612 -3.86303 5.77451 0.64 -0.05 2.78 -0.56
C -8.91700 0.69751 -5.40623 -0.19 -0.27 0.45 -0.02
C 1.16276 -3.66187 1.96168 -0.17 0.05 -0.01 -0.08
C 1.85270 -3.00966 0.78153 -0.25 -0.74 0.29 -0.32
C 9.81505 0.58269 2.64947 0.02 0.22 0.53 -0.06
C -8.23442 0.71858 -1.30402 0.29 0.27 -0.68 0.00
C -8.63189 2.11047 -2.10160 -4.75 3.20 3.92 -0.24
C -7.78365 1.30285 -4.33536 3.24 -3.51 -0.63 -0.25
C 8.45545 0.81894 1.99527 -0.12 -0.49 -0.74 -0.40
C -5.60449 3.44402 -2.63967 0.62 0.85 0.83 -0.11
C 7.50838 -0.40003 2.08425 -0.24 0.61 0.08 -0.16
B -7.03779 3.54486 -3.43867 0.12 1.89 -0.53 -0.39
H 7.97810 1.64512 2.53487 0.04 -0.14 -0.01 0.14
H -4.88276 3.71448 -4.81127 1.56 -0.38 1.99 0.13
H 9.69994 0.12464 3.63869 -0.12 0.09 0.32 0.08
H -10.02086 0.76415 -4.96821 2.50 0.29 -0.94 0.11
H -8.84780 1.23285 -6.46926 -0.13 -0.93 2.55 0.11
H 3.80412 -0.14190 1.03121 -0.32 -0.05 0.11 0.07
H 8.81594 -2.49172 2.67695 -0.71 -0.27 0.79 0.07
H 7.44802 -0.78886 3.10769 0.05 -0.14 0.02 0.13
H 8.67974 -3.29637 1.10087 0.26 0.03 0.24 0.13
H -2.54116 3.13913 -2.53066 -0.75 -0.27 -1.51 -0.02
H 1.38427 0.15502 1.25035 0.14 0.13 -0.01 0.09
H -8.33141 4.89594 -4.30282 1.07 0.09 -0.44 0.09
H 9.81129 -1.95925 1.27888 0.73 0.31 -0.86 0.06
H -4.07792 4.88112 -3.56934 -0.76 -2.42 -0.52 0.13
H 6.49866 -0.06108 1.82165 0.19 -0.16 -0.10 0.11
H -3.15238 0.02994 -0.21616 0.83 1.79 -1.49 0.15
H -3.41164 -0.76046 -2.65691 -0.55 2.49 0.62 0.15
H -7.90964 1.00362 -0.21244 -1.09 -0.39 -2.08 0.10
H 10.34120 1.53574 2.78724 0.07 -0.38 -0.05 0.12
H 7.75941 1.47794 0.19506 0.24 0.20 0.04 0.07
H 0.18822 -4.06359 1.67049 0.13 0.00 0.17 0.08
H 1.81644 0.51044 -0.43060 0.18 0.16 0.22 0.09
H 3.53032 1.30725 2.01318 -0.45 -1.36 -0.70 -0.21
H -8.71644 -0.45539 -5.57963 -0.04 2.55 0.48 0.10
H -5.45773 2.47954 -1.99429 -0.25 1.62 -1.39 0.09
H 8.95328 0.40982 0.07525 0.07 0.33 -0.02 0.09
H 3.64286 -3.23337 1.51639 -0.34 0.37 -0.16 0.10
H 10.46814 -0.05533 2.04929 0.28 -0.01 -0.58 0.04
H -4.07854 1.11781 -4.63658 1.59 0.17 2.21 0.14
H -5.59009 4.35538 -1.86962 -0.25 -2.00 -1.45 0.13
H 2.01102 -3.72948 -0.02735 -0.18 0.09 -0.07 0.12
H 1.01973 -2.93878 2.77140 -0.11 -0.08 -0.15 0.07
H -7.32117 0.14603 -1.79094 -2.01 1.21 0.72 0.06
H -2.30888 3.20433 -4.39948 -1.38 -0.70 2.10 0.14
H 1.24963 -2.18290 0.39450 0.17 0.06 -0.02 0.09
H -4.84194 0.39902 -2.23414 2.53 0.20 -0.29 0.12
H -6.87649 4.77340 -5.19236 -0.60 0.53 1.22 0.08
H 1.77331 -4.47588 2.36594 -0.10 -0.03 -0.15 0.09
H -2.25715 0.80130 -4.23107 -2.04 0.82 1.14 0.13
H -1.68841 0.83198 -1.26817 -1.72 -0.56 0.26 0.07
H -9.19652 0.02670 -1.33394 2.11 1.53 0.26 0.12
H -3.18672 1.89939 -0.80416 -1.97 -3.94 -0.50 -0.04
```
Positions in Å, forces in eV/Å.

Results
Net charge: +2
E_tot (eV): -154082.8296
Maximum force (hartree/bohr): 0.1767
Orbital gap (eV): 1.09
HOMO energy (eV): -12.31
Spin multiplicity: 1


The following is a DFT calculation (wB97M-V/def2-TZVPD) of C19H42CoNOP3S as an isolated structure.

Structure (XYZ):
```
68
Properties=species:S:1:pos:R:3:forces:R:3:lowdin_spin:R:1
Co 0.41239 0.48961 -1.70640 -0.81 -2.39 2.43 2.26
S -1.23186 -4.68746 -0.83148 -1.14 0.38 -0.54 0.50
P -0.85080 1.93179 -2.48889 -2.37 3.26 -1.75 0.09
P 1.92148 1.17170 -0.46941 2.88 1.30 1.94 0.11
P -0.95414 0.33346 0.34185 -0.93 0.06 1.26 0.13
O 1.62351 -3.50317 2.21961 -0.40 0.43 -0.72 0.00
N 2.35883 -4.59050 4.04870 -0.13 0.23 -0.69 0.00
C -0.74598 3.62321 -1.82041 0.20 0.07 0.15 0.02
C -2.64317 -3.17198 -2.54558 -0.57 0.44 -0.51 0.11
C 2.13746 -4.50060 2.70365 0.64 -0.89 1.42 0.00
C -2.44983 -0.70085 0.22337 -0.07 -0.09 -0.36 0.03
C -1.70308 1.88640 1.01240 0.24 -0.04 -0.23 0.01
C -0.67417 -1.18704 -2.69267 0.72 -0.73 -0.18 0.06
C 1.14540 -1.35743 -4.59118 1.46 -0.07 -0.61 0.04
C 2.92047 -0.06624 0.41836 -0.03 -0.18 -0.12 0.04
C 2.19373 -0.61363 -4.16903 -0.12 -0.87 -0.92 0.02
C -2.78880 -2.13497 -3.47232 0.03 -0.56 0.22 -0.01
C -1.74072 -1.22757 -3.61296 0.00 0.43 -0.21 0.15
C -1.44372 -3.26560 -1.80638 0.03 -1.19 0.42 0.13
C 2.55862 -5.71723 1.88685 -0.15 0.20 -0.23 0.00
C 3.04389 1.91115 -1.67933 0.20 0.15 0.00 0.05
C -0.23043 -0.34844 1.88335 0.28 0.10 -0.19 0.02
C -0.42980 -2.29711 -1.88194 0.06 1.30 -0.32 0.10
C -2.66689 1.75320 -2.59743 -0.05 -0.34 -0.03 0.02
C 1.76653 2.49118 0.79570 -0.36 0.02 -0.25 0.00
C -0.32900 2.16164 -4.22435 -0.07 0.12 -0.09 0.03
H 3.72278 -0.38243 -0.25706 -0.04 -0.06 0.28 0.00
H 2.56747 0.19536 -4.80735 -0.39 0.11 0.59 0.00
H 2.81587 -5.35476 0.87896 0.04 -0.26 0.38 0.00
H -0.47136 1.24896 -4.81551 0.05 0.19 0.12 0.00
H 2.79121 2.85043 0.95006 -0.23 -0.01 0.09 0.00
H 0.15976 -0.41786 -2.98517 -1.39 -2.19 -1.01 0.03
H -2.40694 2.33480 0.30037 0.23 -0.09 0.28 0.00
H -2.97506 -0.49176 -0.71502 -0.06 -0.12 0.19 0.00
H 2.32397 -0.93974 0.70912 0.23 0.15 0.05 0.00
H -2.25570 1.60138 1.91650 0.12 0.08 -0.20 0.00
H 2.86391 -0.96674 -3.37252 -0.32 0.07 -0.32 0.00
H 0.03886 -4.82485 -1.12247 1.19 -0.01 0.27 0.02
H 0.49614 -2.40787 -1.31562 -0.21 0.01 -0.03 0.01
H 2.11721 -3.79086 4.62145 0.05 -0.27 -0.10 0.00
H 1.14086 3.32032 0.44936 0.19 -0.09 0.06 0.00
H -0.91732 2.97089 -4.68470 0.32 -0.19 0.09 0.01
H 3.72172 2.54488 -1.09986 0.23 0.01 -0.47 0.01
H 0.29286 3.96850 -1.83578 -0.15 0.06 -0.04 0.00
H -1.35200 4.27736 -2.45874 0.15 -0.05 0.13 0.00
H -1.66400 -0.57996 -4.50018 -0.48 -0.10 0.63 0.00
H -3.15093 1.97770 -1.63994 0.13 0.01 -0.26 0.00
H -3.10922 -0.47229 1.07024 0.14 -0.12 -0.20 0.01
H -3.67100 -2.06702 -4.11468 0.39 -0.20 0.13 0.00
H -0.95899 -0.21028 2.69523 0.16 -0.10 -0.25 0.00
H 0.67387 0.21334 2.13529 -0.13 -0.28 0.13 0.00
H -2.16310 -1.75836 0.25673 -0.17 0.27 0.06 0.00
H -3.02578 2.45402 -3.36025 0.01 -0.07 0.20 0.00
H -1.12198 3.68958 -0.79044 0.12 -0.05 -0.39 0.00
H 0.02042 -1.41339 1.78744 0.04 0.21 0.05 0.00
H 2.81917 -5.37434 4.49001 -0.11 0.15 -0.21 0.00
H -0.92720 2.61102 1.28965 -0.30 -0.14 -0.10 0.00
H 3.40827 -6.26537 2.32736 -0.41 0.29 -0.21 0.00
H 0.53973 -1.07466 -5.46279 0.41 -0.03 0.27 0.00
H 2.49676 2.51119 -2.42110 0.28 -0.06 0.23 0.00
H 3.33902 0.41107 1.31550 0.02 -0.27 -0.26 0.01
H -3.37762 -3.98281 -2.49038 0.15 0.43 0.11 0.00
H -2.95743 0.74189 -2.89475 -0.05 0.22 0.03 0.00
H 0.94656 -2.36418 -4.20305 0.05 0.62 0.02 0.00
H 1.36765 2.11370 1.74358 0.15 0.10 -0.24 0.00
H 0.74323 2.40397 -4.22985 -0.30 0.06 -0.17 0.00
H 3.58205 1.10219 -2.18832 0.02 0.35 0.05 0.00
H 1.70347 -6.40993 1.79320 0.34 0.25 0.13 0.00
```
Positions in Å, forces in eV/Å.

Results
Net charge: +3
E_tot (eV): -100221.2387
Maximum force (hartree/bohr): 0.0855
Orbital gap (alpha / beta) (eV): 7.28 / 3.61
HOMO energy (alpha / beta) (eV): -16.70 / -16.68
Spin multiplicity: 5


The following is a DFT calculation (wB97M-V/def2-TZVPD) of a 5-piece molecular cluster, C19H42FN2O13S4 overall.

Structure (XYZ):
```
81
Properties=species:S:1:pos:R:3:forces:R:3:lowdin_charge:R:1
S -2.61560 -3.20145 4.39598 -0.28 -0.12 0.76 0.57
S 4.14316 1.16854 -6.02101 -0.35 -0.12 -0.78 0.58
S -0.04967 -0.42466 -1.10478 0.83 -0.65 0.05 0.58
S 7.40526 -0.53739 -0.46071 0.19 -0.70 -0.26 0.58
F -8.05848 0.71507 2.12089 0.10 0.30 0.04 0.14
O -0.12857 -1.89984 -0.49032 0.27 0.41 -0.11 -0.26
O -3.13398 -3.85519 3.23010 0.33 0.08 -0.09 -0.28
O 6.10185 -0.12022 -0.03159 0.12 0.25 -0.11 -0.29
O -0.29342 0.53067 -0.06067 -0.46 -0.01 -0.23 -0.29
O 4.59670 2.52112 -5.91860 0.09 -0.19 0.34 -0.27
O 8.47689 0.39829 -0.61172 -0.29 0.17 0.12 -0.27
O -2.71961 -4.19567 5.64191 -0.28 0.45 -0.28 -0.26
O -0.78134 -0.39747 -2.33695 -0.21 0.34 0.24 -0.28
O -1.32341 -2.58712 4.39831 -0.09 -0.08 -0.37 -0.27
O -3.52116 4.96084 1.91178 -0.96 -0.18 0.34 -0.05
O 7.25972 -1.38182 -1.81210 0.07 -0.07 0.54 -0.26
O 4.35546 0.22528 -4.96032 -0.02 0.28 0.17 -0.28
O 2.58874 1.16909 -6.40161 0.43 -0.22 -0.11 -0.26
N -7.52933 1.95805 2.15623 -0.44 -0.72 -0.15 -0.10
N -6.41673 2.02057 2.81800 -0.81 1.50 -0.82 0.25
C -1.30595 -2.27716 0.23886 -0.78 -0.33 0.23 -0.26
C 6.54926 -0.78695 -2.91094 -0.27 0.46 -0.74 -0.26
C 1.64629 1.38350 -5.34189 -0.61 0.39 0.58 -0.26
C -5.96779 3.27253 2.80591 2.83 1.02 1.52 -0.18
C 1.67619 -0.43314 -1.47464 0.03 -0.09 0.06 -0.11
C -2.45894 -2.61116 -0.68828 -0.08 0.23 -0.22 -0.07
C 1.55424 2.84854 -4.95898 0.28 0.14 0.07 -0.07
C -0.62709 -5.46511 5.68703 0.12 0.26 -0.16 -0.07
C -2.13393 -5.50368 5.52138 0.57 -0.77 -0.01 -0.25
C 4.74323 0.48337 -7.53182 -0.08 -0.08 -0.06 -0.11
C -3.07389 2.59481 1.72447 0.19 -0.03 0.59 -0.02
C -3.80058 -2.02179 4.96319 -0.10 0.00 0.12 -0.12
C -8.21035 2.88816 1.53129 -1.32 1.56 -1.25 0.05
C -4.65407 3.48537 3.61500 -0.59 -0.36 -0.31 -0.07
C -6.51973 4.42606 2.15694 -2.07 -1.14 -1.00 0.09
C -7.74551 4.23452 1.45210 2.27 -1.03 1.64 0.08
C 7.95264 -1.86434 0.56608 -0.01 -0.11 -0.02 -0.12
C 7.39768 0.23106 -3.64848 0.23 0.18 0.20 -0.07
C -3.42370 3.76685 2.69849 0.92 -0.10 0.10 -0.40
H 0.74066 3.00735 -4.24919 -0.03 -0.09 -0.05 0.08
H -1.58423 -1.49666 0.95080 0.18 0.08 -0.08 0.11
H -2.14898 -3.33333 -1.44467 -0.01 -0.04 0.09 0.09
H -2.56949 -6.11062 6.31485 -0.21 0.28 0.02 0.12
H 4.35704 -0.52771 -7.63766 -0.01 0.04 0.03 0.08
H -0.22155 -6.47672 5.72811 -0.10 0.00 0.03 0.08
H 8.17623 -1.45216 1.54846 -0.03 0.09 -0.07 0.08
H -4.40540 2.57819 4.21061 -0.38 0.49 -0.52 0.13
H 4.41776 1.11346 -8.35657 0.00 0.01 0.06 0.08
H -3.29565 -3.02417 -0.12248 0.10 -0.05 0.07 0.08
H -9.16749 2.62600 1.05178 0.70 -0.32 0.42 0.17
H -6.01037 5.39322 2.21397 -0.29 -0.57 0.00 0.13
H 1.91178 0.50147 -1.98124 -0.09 0.01 0.04 0.07
H 0.67698 1.04885 -5.71089 0.21 -0.16 -0.23 0.13
H -0.35290 -4.93423 6.59971 -0.04 -0.09 0.02 0.09
H -3.69439 1.68668 1.90586 0.30 0.66 -0.21 0.07
H -0.15319 -4.94382 4.85451 -0.01 -0.04 0.02 0.07
H 2.47994 3.19294 -4.49613 -0.04 -0.01 0.00 0.07
H 1.89140 -1.27636 -2.12765 -0.05 0.03 0.01 0.08
H 5.83072 0.46816 -7.47962 -0.04 0.06 0.10 0.08
H -1.04428 -3.16255 0.81750 0.30 0.12 -0.06 0.12
H 8.36452 -0.19699 -3.91927 -0.06 -0.05 -0.02 0.09
H 6.89055 0.56685 -4.55178 -0.06 -0.08 0.06 0.06
H -2.02475 2.30006 1.93506 -0.64 0.08 -0.44 0.09
H 7.15821 -2.60316 0.63954 0.01 0.04 -0.03 0.07
H -4.77631 -2.49951 5.01317 0.05 -0.02 0.00 0.07
H -3.15102 2.91844 0.66747 -0.02 -0.20 0.67 0.10
H -2.41621 -5.96340 4.57180 -0.08 0.20 -0.03 0.12
H -3.81823 -1.20108 4.24786 0.09 -0.08 -0.05 0.06
H -8.27649 5.02522 0.90995 0.14 -0.56 0.28 0.14
H -3.88814 5.66092 2.47309 0.55 -0.02 -0.12 0.09
H 8.84972 -2.29846 0.13025 -0.03 0.05 -0.01 0.08
H -4.86039 4.28354 4.36288 0.32 -0.21 -0.59 0.14
H 6.29109 -1.60068 -3.58848 0.08 -0.16 0.26 0.12
H 7.59372 1.10453 -3.02562 -0.02 -0.02 -0.03 0.08
H -3.49379 -1.65850 5.94172 0.03 -0.04 -0.04 0.08
H 1.89490 0.76437 -4.47711 0.14 -0.06 -0.14 0.10
H 2.23562 -0.50794 -0.54499 -0.03 0.01 -0.02 0.08
H -2.81047 -1.72231 -1.21471 0.01 -0.03 0.01 0.07
H 5.61243 -0.34596 -2.56606 0.09 -0.04 0.14 0.10
H -2.54795 3.91052 3.37760 -0.73 -0.22 -0.23 0.15
H 1.38392 3.46749 -5.84092 -0.08 -0.06 0.02 0.09
```
Positions in Å, forces in eV/Å.

Results
Net charge: +1
E_tot (eV): -96028.3334
Maximum force (hartree/bohr): 0.0657
Orbital gap (eV): 6.23
HOMO energy (eV): -11.68
Spin multiplicity: 1


Which of these has the lowest E_tot?
C19H42AlBCaCl3F8Mg2N3O11S